No. 1
Molecular formula: C21H21NO2PPtTe4
Method: DFT, wB97M-V/def2-TZVPD

Cartesian coordinates (Å):
Pt 0.168 3.113 1.414
N 3.682 0.892 2.435
C 2.513 1.551 2.297
O 2.291 2.148 1.235
C 1.507 1.518 3.422
C 0.643 2.797 3.394
H 4.312 0.849 1.653
H 3.864 0.345 3.255
H 2.005 1.343 4.386
H 0.880 0.651 3.207
H 1.240 3.681 3.640
H -0.131 2.718 4.159
Te -2.145 3.594 2.249
Te -3.255 5.137 0.249
Te -1.049 6.387 -0.539
Te 0.461 4.173 -1.093
O 0.474 -0.234 1.267
P -0.134 -0.718 0.002
C 0.839 -0.183 -1.429
C 2.182 0.100 -1.211
C 2.990 0.506 -2.264
C 2.459 0.632 -3.538
C 1.116 0.363 -3.759
C 0.306 -0.041 -2.706
C -1.835 -0.256 -0.376
C -2.886 -1.153 -0.163
C -4.197 -0.757 -0.374
C -4.466 0.538 -0.796
C -3.430 1.436 -0.996
C -2.116 1.049 -0.776
C -0.101 -2.539 -0.050
C 0.493 -3.211 1.008
C 0.595 -4.599 0.993
C 0.104 -5.318 -0.085
C -0.487 -4.650 -1.151
C -0.587 -3.267 -1.135
H 2.568 0.048 -0.200
H 4.030 0.746 -2.084
H 3.086 0.964 -4.356
H 0.692 0.489 -4.747
H -0.748 -0.220 -2.877
H -2.683 -2.158 0.179
H -5.005 -1.456 -0.201
H -5.490 0.853 -0.952
H -3.630 2.459 -1.286
H -1.321 1.780 -0.903
H 0.865 -2.629 1.843
H 1.058 -5.117 1.823
H 0.181 -6.398 -0.098
H -0.870 -5.209 -1.996
H -1.041 -2.748 -1.970

Properties
LUMO energy: 2.3 eV
strongest force on any atom: 0.81 eV/A
total energy: -69416.7114 eV
orbital gap: 5.54 eV
charge: -1
highest occupied orbital energy: -3.2 eV

No. 2
Molecular formula: C25H25N8PdSe
Method: DFT, wB97M-V/def2-TZVPD

Cartesian coordinates (Å):
Pd 0.628 0.292 0.069
N -2.848 -2.327 -0.037
C -1.514 -2.261 -0.018
N -1.165 -0.992 0.012
C -2.343 -0.322 0.010
N -3.400 -1.095 -0.020
C -2.326 1.141 0.035
C -3.473 1.919 0.031
N -3.414 3.244 0.046
C -2.204 3.792 0.065
C -1.046 3.026 0.072
N -1.111 1.699 0.057
H -3.441 -3.142 -0.063
H -0.850 -3.109 -0.027
H -4.450 1.452 0.017
H -2.149 4.873 0.075
H -0.065 3.480 0.090
N 3.159 -2.261 -0.064
C 2.689 -2.047 1.222
C 3.470 -2.560 2.270
C 3.030 -2.415 3.560
C 1.818 -1.764 3.801
C 1.127 -1.286 2.718
N 1.539 -1.419 1.439
C 2.694 -1.908 -1.320
C 3.472 -2.317 -2.416
C 3.036 -2.035 -3.684
C 1.830 -1.352 -3.858
C 1.145 -0.977 -2.732
N 1.555 -1.245 -1.474
H 4.054 -2.721 -0.087
H 4.402 -3.066 2.055
H 3.618 -2.805 4.380
H 1.436 -1.630 4.802
H 0.179 -0.780 2.848
H 4.399 -2.852 -2.254
H 3.621 -2.345 -4.540
H 1.451 -1.111 -4.840
H 0.204 -0.445 -2.809
C 7.809 -0.604 0.080
C 6.417 -0.031 0.062
C 5.768 0.245 -1.134
C 4.511 0.843 -1.170
C 3.881 1.112 -2.510
C 3.873 1.148 0.043
Se 2.183 2.047 0.025
C 4.503 0.861 1.267
C 3.902 1.194 2.605
C 5.760 0.268 1.248
H 8.145 -0.863 -0.923
H 7.862 -1.500 0.701
H 8.512 0.120 0.495
H 6.261 0.012 -2.071
H 4.572 0.859 -3.313
H 3.596 2.158 -2.614
H 2.972 0.523 -2.637
H 2.817 1.199 2.576
H 4.217 2.189 2.927
H 4.233 0.481 3.357
H 6.250 0.051 2.193

Properties
LUMO energy (spin up / spin down): -3.6 / -3.6 eV
strongest force on any atom: 1.85 eV/A
total energy: -107073.6886 eV
orbital gap (spin up / spin down): 6.77 / 6.77 eV
charge: +1
highest occupied orbital energy (spin up / spin down): -10.3 / -10.3 eV

No. 3
Molecular formula: C5H8N
Method: DFT, wB97M-V/def2-TZVPD

Cartesian coordinates (Å):
C 1.229 1.505 0.287
C 0.000 1.745 -1.514
C -0.007 -0.178 -0.337
C -0.172 1.266 -0.090
C -1.089 -3.029 1.507
N 0.945 0.797 -0.991
H 1.691 2.592 0.263
H 1.631 0.864 1.066
H -0.584 1.395 -2.233
H 0.219 2.778 -1.555
H -0.806 -0.464 -1.051
H -1.088 -4.123 1.967
H -1.021 -2.212 2.211
H -0.946 -2.938 0.471

Properties
LUMO energy (spin up / spin down): -4.4 / -7.3 eV
strongest force on any atom: 4.25 eV/A
total energy: -6788.2240 eV
orbital gap (spin up / spin down): 12.06 / 4.73 eV
charge: +1
highest occupied orbital energy (spin up / spin down): -16.4 / -12.0 eV

No. 4
Molecular formula: C17H12Cl5IrN2O2S2
Method: DFT, wB97M-V/def2-TZVPD

Cartesian coordinates (Å):
Ir -0.599 -0.813 1.478
Cl 0.066 0.027 3.786
C 1.538 0.290 2.883
C 1.392 -0.087 1.529
C 2.552 0.192 0.889
Cl 2.468 0.038 -1.109
C 3.790 0.580 1.393
Cl 5.245 0.542 0.470
C 3.848 0.906 2.737
Cl 5.302 1.419 3.465
C 2.668 0.785 3.498
Cl 2.646 1.193 5.151
O -4.253 -2.401 1.226
C -3.521 -1.445 1.302
O -2.380 -1.513 1.977
C -3.923 -0.118 0.707
C -5.275 -0.022 0.359
C -5.813 1.136 -0.161
C -4.987 2.235 -0.366
C -3.646 2.158 -0.053
C -3.097 0.991 0.495
S -1.369 1.187 0.804
H -5.890 -0.895 0.523
H -6.864 1.184 -0.408
H -5.386 3.153 -0.777
H -3.003 3.011 -0.233
S -1.019 -1.831 -0.512
C 0.364 -1.444 -1.404
N 0.838 -2.211 -2.386
C 2.136 -1.904 -2.939
C 3.107 -1.664 -1.815
C 2.937 1.328 -1.860
N 0.939 -0.284 -1.050
H 0.363 -3.068 -2.627
H 2.100 -1.034 -3.606
H 2.500 -2.760 -3.508
H 4.124 -1.424 -2.114
H 3.059 -2.331 -0.954
H 3.141 1.877 -2.770
H 3.952 1.196 -1.429
H -0.050 1.824 -2.593

Properties
spin multiplicity: 2
LUMO energy (spin up / spin down): -5.4 / -5.4 eV
strongest force on any atom: 3.17 eV/A
total energy: -111999.2122 eV
orbital gap (spin up / spin down): 4.58 / 4.58 eV
charge: +1
highest occupied orbital energy (spin up / spin down): -10.0 / -10.0 eV

No. 5
Molecular formula: C55H88BN9O12
Method: DFT, wB97M-V/def2-TZVPD

Cartesian coordinates (Å):
C -6.195 1.729 -5.145
C -6.093 0.314 -4.548
C -4.960 0.128 -3.560
C -5.283 0.684 -2.184
N -4.247 0.307 -1.162
C -4.537 0.806 0.243
C -3.751 -0.133 1.168
C -3.544 -1.400 0.340
C -4.293 -1.180 -0.982
C -2.860 0.794 -1.537
C -2.785 2.249 -1.954
C -1.370 2.540 -2.441
H -5.240 2.054 -5.559
H -6.577 2.442 -4.416
H -6.909 1.638 -5.965
H -5.876 -0.380 -5.363
H -7.094 0.084 -4.175
H -4.007 0.546 -3.886
H -4.787 -0.946 -3.454
H -6.260 0.380 -1.803
H -5.342 1.772 -2.099
H -4.338 1.870 0.359
H -5.601 0.669 0.450
H -2.783 0.325 1.372
H -4.274 -0.289 2.106
H -2.516 -1.640 0.060
H -3.861 -2.353 0.767
H -3.778 -1.731 -1.764
H -5.303 -1.566 -0.858
H -2.446 0.100 -2.270
H -2.221 0.634 -0.668
H -2.988 2.972 -1.159
H -3.507 2.507 -2.731
H -0.593 2.230 -1.744
H -1.196 3.595 -2.670
H -1.217 2.118 -3.440
O 2.144 -3.029 -0.603
C 1.705 -1.927 -0.760
O 1.859 -0.908 0.063
B 0.841 0.114 -0.208
O 0.196 -0.304 -1.478
C 0.615 -1.509 -1.789
O 0.145 -2.182 -2.656
O -0.178 0.089 0.852
C -0.205 1.237 1.461
O -0.903 1.511 2.396
C 0.701 2.198 0.680
O 1.342 1.503 -0.244
O 0.817 3.366 0.898
N 3.151 4.446 -0.724
C 4.485 4.580 -0.966
C 4.754 4.156 -2.263
C 3.513 3.754 -2.812
C 2.560 3.978 -1.853
H 2.605 4.643 0.101
H 5.111 4.998 -0.195
H 5.735 4.103 -2.701
H 3.362 3.278 -3.768
H 1.507 3.757 -1.924
N -2.910 3.460 2.588
C -4.265 3.496 2.772
C -4.798 4.308 1.784
C -3.755 4.724 0.930
C -2.616 4.178 1.475
H -2.261 2.860 3.070
H -4.788 2.998 3.571
H -5.862 4.480 1.709
H -3.761 5.391 0.086
H -1.584 4.142 1.146
N 1.143 7.520 0.626
C 1.287 6.557 1.597
C 2.625 6.340 1.772
C 3.317 7.306 0.990
C 2.366 8.009 0.293
H 0.268 7.783 0.216
H 0.405 6.017 1.902
H 3.062 5.590 2.414
H 4.372 7.522 1.005
H 2.494 8.728 -0.499
N -1.399 -4.506 -3.602
C -1.895 -4.731 -2.359
C -2.911 -5.650 -2.486
C -2.998 -6.035 -3.834
C -2.046 -5.295 -4.527
H -0.809 -3.718 -3.810
H -1.621 -4.124 -1.513
H -3.567 -6.024 -1.714
H -3.640 -6.757 -4.308
H -1.833 -5.178 -5.575
N 3.130 -5.083 1.009
C 2.133 -5.809 1.605
C 2.756 -6.891 2.180
C 4.138 -6.857 1.911
C 4.331 -5.700 1.172
H 2.975 -4.219 0.492
H 1.160 -5.368 1.741
H 2.289 -7.716 2.701
H 4.792 -7.656 2.213
H 5.229 -5.215 0.824
N -2.915 -0.249 -6.506
C -3.218 -1.553 -6.252
C -2.436 -1.950 -5.175
C -1.700 -0.815 -4.757
C -2.044 0.232 -5.569
H -3.273 0.264 -7.291
H -3.946 -2.064 -6.860
H -2.475 -2.968 -4.818
H -1.042 -0.832 -3.901
H -1.794 1.280 -5.591
N 0.695 -0.210 8.088
C 0.628 0.949 7.368
C 0.306 0.649 6.061
C 0.129 -0.747 6.021
C 0.403 -1.266 7.263
H 1.011 -0.252 9.038
H 0.794 1.876 7.895
H 0.238 1.334 5.232
H -0.206 -1.425 5.253
H 0.444 -2.255 7.690
N -3.005 -3.851 3.059
C -2.800 -2.634 3.680
C -1.600 -2.166 3.224
C -1.123 -3.020 2.200
C -1.973 -4.093 2.195
H -3.827 -4.421 3.130
H -3.493 -2.224 4.395
H -1.117 -1.229 3.454
H -0.283 -2.908 1.535
H -1.956 -5.020 1.642
C 2.262 -1.729 3.010
C 2.886 -2.221 4.295
O 3.070 -1.140 5.216
H 2.166 -2.518 2.257
H 2.895 -1.052 2.424
H 1.337 -1.173 3.171
H 3.803 -2.789 4.152
H 2.206 -2.918 4.804
H 2.177 -0.884 5.494
C 4.466 -2.804 -4.098
C 4.888 -1.883 -2.948
O 5.469 -0.693 -3.443
H 3.778 -2.247 -4.746
H 3.789 -3.580 -3.727
H 5.271 -3.170 -4.726
H 5.635 -2.364 -2.311
H 4.024 -1.670 -2.308
H 4.805 -0.007 -3.541
C 3.855 2.313 1.984
C 3.393 1.969 3.410
O 4.073 2.790 4.348
H 4.923 2.458 1.843
H 3.467 3.304 1.712
H 3.337 1.745 1.210
H 3.514 0.901 3.587
H 2.319 2.190 3.473
H 3.470 3.492 4.595
C 5.404 -1.804 1.073
C 5.618 -0.453 0.382
O 6.706 0.179 1.063
H 6.354 -2.344 1.060
H 4.639 -2.424 0.601
H 5.161 -1.678 2.130
H 4.705 0.126 0.293
H 6.015 -0.713 -0.607
H 7.512 -0.240 0.759

Properties
LUMO energy: -0.1 eV
strongest force on any atom: 2.46 eV/A
total energy: -97121.9384 eV
orbital gap: 7.37 eV
highest occupied orbital energy: -7.5 eV

No. 6
Molecular formula: C10H13ClO2PbS
Method: DFT, wB97M-V/def2-TZVPD

Cartesian coordinates (Å):
Cl -3.699 -2.337 -0.461
C 1.735 -2.135 -1.828
C 2.448 -0.904 -1.611
C 1.577 0.170 -1.878
H 3.512 -0.834 -1.410
C 0.303 -0.347 -2.257
C 0.375 -1.799 -2.209
H -0.422 -2.452 -2.460
H 2.141 -3.119 -1.793
H 1.836 1.255 -1.949
C -0.907 0.426 -2.690
Pb 0.944 -0.793 0.570
C 2.638 0.020 1.684
C 0.442 -2.880 2.469
O 3.458 0.631 2.275
O 0.446 -3.641 3.289
H -0.903 1.442 -2.243
H -1.837 -0.095 -2.386
H -0.911 0.546 -3.792
C -2.505 2.177 1.238
S -0.711 1.806 1.122
C -0.398 1.549 2.865
H -2.945 2.066 0.230
H -2.612 3.227 1.573
H -2.987 1.488 1.929
H 0.501 2.126 3.165
H -1.275 1.923 3.454
H -0.245 0.483 3.105

Properties
LUMO energy (spin up / spin down): -10.5 / -9.3 eV
strongest force on any atom: 12.19 eV/A
total energy: -43258.9877 eV
orbital gap (spin up / spin down): 5.26 / 6.59 eV
charge: +2
highest occupied orbital energy (spin up / spin down): -15.8 / -15.9 eV

No. 7
Molecular formula: C28H22AuGeN12O3S
Method: DFT, wB97M-V/def2-TZVPD

Cartesian coordinates (Å):
Au 0.165 -0.103 0.027
N -1.410 -2.529 2.007
C -0.907 -1.450 2.643
N -0.882 -1.322 3.970
N -0.353 -0.127 4.175
N -0.066 0.457 3.045
N -0.415 -0.345 2.050
C -1.483 -2.711 0.669
N -2.125 -3.726 0.092
N -1.946 -3.530 -1.204
N -1.225 -2.463 -1.421
N -0.912 -1.918 -0.256
H -1.835 -3.248 2.591
C 2.462 -0.589 -2.753
Ge 2.485 0.036 -0.873
C 3.159 1.888 -0.757
C 4.470 2.150 -1.143
C 4.981 3.436 -1.055
C 4.186 4.472 -0.585
C 2.879 4.219 -0.192
C 2.372 2.931 -0.276
C 3.537 -1.183 0.256
C 4.074 -2.315 -0.317
C 4.816 -3.236 0.441
C 4.980 -3.040 1.784
C 4.416 -1.913 2.427
C 4.544 -1.727 3.823
C 3.971 -0.654 4.445
C 3.260 0.296 3.689
C 3.129 0.144 2.335
C 3.686 -0.965 1.660
H 3.471 -0.609 -3.165
H 1.858 0.093 -3.350
H 2.022 -1.584 -2.827
H 5.096 1.344 -1.510
H 6.004 3.628 -1.352
H 4.586 5.475 -0.522
H 2.255 5.021 0.180
H 1.352 2.738 0.035
H 3.933 -2.503 -1.376
H 5.248 -4.102 -0.043
H 5.540 -3.748 2.383
H 5.100 -2.463 4.392
H 4.058 -0.527 5.516
H 2.806 1.147 4.180
H 2.583 0.890 1.767
O -3.901 9.719 -0.902
S -4.209 8.426 -0.338
O -3.345 8.017 0.744
O -5.618 8.153 -0.129
C -3.852 7.212 -1.714
N -4.260 7.509 -2.944
C -4.011 6.597 -3.878
C -3.361 5.402 -3.598
C -3.011 5.175 -2.274
N -3.264 6.090 -1.336
C -2.339 3.960 -1.774
C -2.083 2.844 -2.569
C -1.424 1.765 -2.017
N -1.036 1.745 -0.738
C -1.304 2.800 0.042
C -1.944 3.922 -0.436
H -4.342 6.835 -4.883
H -3.145 4.696 -4.389
H -2.390 2.802 -3.604
H -1.200 0.880 -2.602
H -0.991 2.725 1.077
H -2.148 4.772 0.204

Properties
spin multiplicity: 4
LUMO energy (spin up / spin down): -1.0 / -5.7 eV
strongest force on any atom: 1.91 eV/A
total energy: -124451.8820 eV
orbital gap (spin up / spin down): 6.12 / 1.38 eV
highest occupied orbital energy (spin up / spin down): -7.1 / -7.1 eV

No. 8
Molecular formula: C4H5NO
Method: DFT, wB97M-V/def2-TZVPD

Cartesian coordinates (Å):
C 0.452 -2.055 -0.725
C -0.445 -1.307 -0.402
C -1.556 -0.452 0.038
O -2.381 -0.004 -0.719
H 1.197 -2.763 -1.010
H -1.604 -0.318 1.134
C 1.122 1.252 0.056
N -0.025 1.489 0.532
H 1.162 0.725 -0.899
H 2.067 1.511 0.544
H 0.011 1.922 1.452

Properties
LUMO energy: 0.4 eV
strongest force on any atom: 1.25 eV/A
total energy: -7762.9439 eV
orbital gap: 10.49 eV
highest occupied orbital energy: -10.1 eV

No. 9
Molecular formula: C6H17NP
Method: DFT, wB97M-V/def2-TZVPD

Cartesian coordinates (Å):
C -0.427 1.869 0.605
C 0.397 1.019 -1.614
C -1.085 -1.363 -1.128
C -1.761 -0.834 1.077
C 1.720 -0.702 1.293
C -0.194 0.717 -0.323
N -1.319 -0.257 -0.314
P 2.752 -0.308 -0.101
H -1.055 2.636 0.179
H 0.580 2.280 0.847
H -0.941 1.558 1.623
H -0.204 1.185 -2.500
H 0.802 0.119 -2.110
H 1.153 1.787 -1.313
H -0.173 -1.891 -0.721
H -2.024 -1.970 -1.126
H -0.967 -1.011 -2.218
H -2.525 -1.631 0.936
H -0.833 -1.128 1.631
H -2.201 -0.069 1.735
H 1.779 -1.622 1.945
H 1.044 0.081 1.735
H -2.121 0.258 -0.647
H 3.909 -1.302 0.057
H 3.694 0.577 0.450

Properties
spin multiplicity: 3
LUMO energy (spin up / spin down): -2.8 / -4.8 eV
strongest force on any atom: 4.34 eV/A
total energy: -17264.2566 eV
orbital gap (spin up / spin down): 8.61 / 8.25 eV
charge: +1
highest occupied orbital energy (spin up / spin down): -11.5 / -13.1 eV

No. 10
Molecular formula: C3H7NO
Method: DFT, wB97M-V/def2-TZVPD

Cartesian coordinates (Å):
C -1.370 -0.721 -0.324
N 1.542 -0.055 0.659
C 0.090 1.393 0.348
C -0.731 0.507 0.104
O 1.799 -0.892 -0.511
H 2.631 -0.546 -0.852
H 1.286 -0.753 1.362
H 0.646 2.272 0.594
H -1.350 1.888 -0.060
H -0.562 -1.389 -0.643
H -1.940 -1.179 0.485
H -2.040 -0.525 -1.163

Properties
LUMO energy (spin up / spin down): 0.7 / 0.7 eV
strongest force on any atom: 4.56 eV/A
total energy: -6753.9447 eV
orbital gap (spin up / spin down): 7.31 / 7.31 eV
highest occupied orbital energy (spin up / spin down): -6.6 / -6.6 eV

> strongest force on any atom of number 10 (C3H7NO)?

4.56 eV/A

> Number 8 is which compound?

C4H5NO

What did the eighth record say?
Molecular formula: C4H5NO
Method: DFT, wB97M-V/def2-TZVPD

Cartesian coordinates (Å):
C 0.452 -2.055 -0.725
C -0.445 -1.307 -0.402
C -1.556 -0.452 0.038
O -2.381 -0.004 -0.719
H 1.197 -2.763 -1.010
H -1.604 -0.318 1.134
C 1.122 1.252 0.056
N -0.025 1.489 0.532
H 1.162 0.725 -0.899
H 2.067 1.511 0.544
H 0.011 1.922 1.452

Properties
LUMO energy: 0.4 eV
strongest force on any atom: 1.25 eV/A
total energy: -7762.9439 eV
orbital gap: 10.49 eV
highest occupied orbital energy: -10.1 eV

> Which formula does entry 10 have?

C3H7NO